# 1
18
Properties=species:S:1:pos:R:3:forces:R:3:nbo_charge:R:1 method="wB97M-V/def2-TZVPD" charge=0 homo_energy_ev=-8.527 homo_lumo_gap_ev=8.1332
C 1.607066 1.222525 -0.608539 -1.47 -1.40 0.67 -0.2339
C 2.096937 0.338497 0.480037 0.37 0.32 -0.78 -0.1488
C 0.425743 1.032124 -1.203616 -1.94 -1.88 0.76 -0.1642
C 1.378799 -0.378905 1.359899 0.85 1.46 -0.65 -0.3086
C -0.388240 -0.180302 -0.967104 1.44 -2.03 -0.48 -0.1310
C -0.018628 -0.174567 1.643228 -1.99 0.28 1.33 0.6075
N -0.610909 -1.065159 2.302122 0.41 0.33 -0.23 -0.6456
N -1.624997 -0.304488 -1.381919 -0.96 -1.91 -0.17 0.3965
O -2.340306 -1.572959 -1.337775 3.49 -1.32 1.15 -0.5719
O -2.363633 0.490390 -1.896057 -0.60 3.10 -0.61 -0.4666
F -0.601545 1.089619 1.369897 0.87 -1.68 0.55 -0.3635
H 2.149543 2.019585 -1.003079 1.31 1.21 -0.01 0.2241
H 3.175386 0.263326 0.518489 0.13 -0.23 0.07 0.2158
H -0.158616 1.638663 -1.844038 0.47 1.35 -0.93 0.2354
H 1.824231 -1.041828 2.087013 0.23 -0.04 -0.23 0.2507
H 0.247119 -1.091833 -0.760169 -1.68 0.80 0.07 0.2453
H -3.271851 -1.400108 -1.438031 -0.48 1.24 -0.22 0.4897
H -1.526098 -0.884580 2.679641 -0.44 0.41 -0.30 0.3690

=====

# 2
10
Properties=species:S:1:pos:R:3:forces:R:3:nbo_charge:R:1 method="wB97M-V/def2-TZVPD" charge=0 smiles=F[C@@H]1[C@H](S)[C@H]1Cl homo_energy_ev=-9.374 homo_lumo_gap_ev=10.0530
C 0.394423 -0.353277 0.422591 -0.73 0.57 2.42 -0.3592
C -0.721909 -0.092861 -0.596050 3.41 -1.70 1.34 0.1894
C 0.689812 0.536106 -0.669719 -2.38 -3.85 -3.01 -0.2436
H -0.853915 -0.130309 2.506506 1.75 1.16 -0.49 0.1558
H 0.772172 -1.344848 0.416442 0.65 -0.50 0.32 0.2368
H -0.776823 -0.963079 -1.250042 -0.94 0.50 -0.03 0.1812
H 0.660314 1.522518 -0.612962 0.75 4.25 0.33 0.2334
F -1.801264 0.473340 -0.152265 -2.09 1.39 0.24 -0.3062
S 0.334983 0.576078 2.084815 -1.86 -2.35 -1.05 -0.0515
Cl 1.302207 -0.223668 -2.149317 1.45 0.52 -0.07 -0.0362

=====

# 3
7
Properties=species:S:1:pos:R:3:forces:R:3:nbo_charge:R:1 method="wB97M-V/def2-TZVPD" charge=0 homo_energy_ev=-10.092 homo_lumo_gap_ev=6.8130
C -1.858060 -0.369432 -0.388041 -0.79 -1.29 -0.09 0.5389
N -2.493578 -1.330159 -0.522494 -0.28 -0.94 -0.11 -0.4692
O 1.369204 0.701518 1.805979 -0.22 0.45 0.47 -0.9444
O -1.266214 0.684089 -0.256481 3.66 2.28 0.90 -0.6343
P 1.085531 0.429567 0.419860 -1.82 -1.29 -1.21 1.6732
Cl 1.967122 1.569221 -0.928084 -0.40 -0.18 0.06 -0.1303
Br 1.195992 -1.684802 -0.130740 -0.16 0.97 -0.01 -0.0339

=====

# 4
89
Properties=species:S:1:pos:R:3:forces:R:3:lowdin_spin:R:1 method="wB97M-V/def2-TZVPD" charge=-1 spin_multiplicity=2 homo_energy_ev="-4.235 / -4.525" homo_lumo_gap_ev="6.5879 / 6.8767"
Ti -0.892938 -0.957155 0.264492 1.02 0.02 -0.58 0.9440
C -3.022941 1.806323 -2.989210 0.67 2.00 -1.61 0.0001
C -2.143784 1.670577 -1.923436 1.18 0.10 0.23 0.0044
N -2.381760 0.827927 -0.976480 -1.17 -1.14 1.26 0.0048
C -3.593889 0.157459 -1.000445 1.35 -0.27 0.07 0.0024
C -4.551762 0.321652 -1.986345 -1.70 -0.49 0.00 0.0002
C -4.243417 1.227871 -2.999118 0.14 -0.35 -0.13 0.0050
C -5.769953 -0.491748 -1.971243 1.06 2.04 -1.77 0.0000
C -5.924046 -1.418285 -1.047015 0.64 -1.13 2.30 -0.0002
C -4.930930 -1.576815 -0.014736 -0.51 -0.13 -0.42 0.0005
C -3.767904 -0.864391 -0.025363 -1.23 0.00 0.43 0.0011
N -2.784402 -1.015405 0.932569 0.18 -0.06 0.27 -0.0018
C -3.040010 -0.617863 2.201041 1.00 0.83 0.35 0.0007
C -4.217910 -0.208253 2.756447 0.60 0.14 2.03 0.0021
C -4.235552 0.261401 4.095302 -1.01 1.44 0.42 -0.0011
C -3.139216 0.525438 4.876002 -0.69 -0.40 0.44 0.0018
C -1.909534 0.150060 4.339648 0.35 0.34 -0.58 0.0002
C -0.687126 0.414654 4.991000 0.50 0.31 2.50 0.0097
C 0.508132 0.226957 4.333557 -0.51 -1.11 -0.29 -0.0010
C 0.450997 -0.370669 3.027822 0.03 0.79 0.72 0.0122
N -0.681408 -0.603385 2.426551 -0.77 -0.03 -0.12 0.0031
C -1.881539 -0.351869 3.022106 0.99 -0.65 0.21 0.0040
H -2.682823 2.441832 -3.825060 -0.43 -0.27 0.46 -0.0001
H -1.180575 2.216504 -1.831216 -0.68 -0.35 -0.41 0.0001
H -4.917378 1.384251 -3.812613 -0.35 0.05 -0.44 0.0003
H -6.523606 -0.363475 -2.749436 0.31 0.13 0.05 0.0000
H -6.789015 -2.054402 -1.028322 -0.29 -0.16 0.01 0.0000
H -5.102406 -2.267626 0.801971 0.08 -0.19 -0.17 0.0000
H -5.108373 -0.168852 2.227150 -1.49 -0.22 -0.96 0.0002
H -5.187243 0.649206 4.498919 0.29 -0.46 -0.39 -0.0001
H -3.174994 1.030868 5.858518 -0.21 -0.48 -0.65 0.0001
H -0.768455 0.706230 6.170637 0.44 -0.45 -3.17 0.0003
H 1.472139 0.353772 4.806838 -0.06 0.17 0.01 -0.0003
H 1.325100 -0.626635 2.437243 0.14 0.15 0.26 0.0009
C 5.438423 3.993912 0.892948 0.87 0.77 -0.02 0.0000
C 4.052459 4.642305 0.648651 1.74 1.40 1.03 -0.0001
C 3.773064 5.489760 1.893773 -1.17 -0.70 0.43 0.0000
C 4.178668 5.526512 -0.589589 0.03 0.17 0.04 -0.0001
C 2.990511 3.657557 0.443548 -1.23 -1.77 0.60 -0.0006
C 1.725346 3.582648 1.084280 1.61 1.37 -0.72 0.0002
C 0.898730 2.518635 0.908071 0.57 -1.60 -1.34 -0.0002
Br -0.781675 2.587520 1.721214 -0.61 -0.02 0.15 0.0027
C 1.291573 1.367628 0.100774 0.83 2.20 1.42 0.0005
O 0.587104 0.300268 0.078466 -1.28 -1.04 -0.55 0.0018
C 2.569120 1.466046 -0.522838 -1.12 -1.05 -0.45 -0.0007
C 3.346866 2.590456 -0.342058 -1.46 -0.97 -0.17 0.0000
C 3.027247 0.267840 -1.404333 -1.46 0.21 1.02 0.0000
C 2.798077 -1.067455 -0.592021 -0.63 0.85 1.00 0.0006
C 4.453851 0.433553 -1.807360 2.12 -1.19 0.74 0.0000
C 2.162236 0.202838 -2.696963 0.55 -0.70 0.57 -0.0001
H 6.231755 4.801029 0.880749 -0.81 -0.73 0.21 0.0000
H 5.767496 3.259859 0.162379 -0.21 0.09 -0.30 0.0000
H 5.477817 3.469863 1.841934 -0.06 0.06 0.34 0.0000
H 4.560256 6.157509 2.180056 0.46 0.75 -0.39 0.0000
H 3.677459 4.847218 2.790451 -0.21 0.01 -0.48 0.0000
H 2.803126 5.999833 1.759945 0.54 0.20 0.24 0.0000
H 4.750299 6.446861 -0.352999 -0.10 -0.52 -0.39 0.0000
H 3.166604 5.791752 -0.877798 -0.07 0.33 -0.32 0.0000
H 4.630930 4.928226 -1.402365 -0.11 0.55 0.23 0.0000
H 1.382589 4.441002 1.638274 -0.11 -0.06 0.33 0.0001
H 4.253366 2.565042 -0.860329 1.27 0.30 -0.47 0.0000
H 2.790170 -0.962284 0.526652 0.18 0.43 -0.92 0.0000
H 3.591633 -1.752880 -0.766416 0.61 -0.83 -0.59 0.0000
H 1.802990 -1.505616 -0.766066 0.67 0.00 -0.40 0.0005
H 5.195906 0.505600 -0.945536 -1.02 -0.11 -0.77 0.0000
H 4.625853 1.293603 -2.420403 -0.03 0.65 -0.47 0.0000
H 4.791417 -0.440558 -2.399858 -0.24 0.32 0.21 0.0000
H 1.115906 0.165480 -2.436919 -0.37 -0.06 0.01 -0.0001
H 2.413805 -0.746608 -3.197693 -0.17 0.31 -0.07 0.0000
H 2.340381 1.029247 -3.377323 0.17 0.23 -0.04 0.0000
O -1.254894 -6.456965 -3.137449 0.11 0.46 -0.26 0.0001
C -0.391698 -5.984029 -2.098041 1.23 -0.08 -0.70 0.0008
C -0.850738 -4.646175 -1.459031 0.77 -0.51 0.52 0.0003
C -2.149304 -4.931919 -0.741340 0.19 -0.44 1.45 0.0001
O -2.031385 -5.840333 0.409139 0.56 0.93 -1.19 -0.0003
C -1.042715 -3.625682 -2.547262 0.18 0.13 -0.64 0.0027
Se -1.377042 -1.740854 -2.205144 -0.17 0.28 0.55 0.0013
C 0.338312 -4.213566 -0.574334 -0.30 -1.29 0.74 0.0059
Se -0.013329 -3.219903 1.109182 0.14 0.05 -0.71 -0.0083
H -1.161047 -5.804405 -3.860800 -0.20 -0.60 0.54 0.0000
H 0.653954 -5.936299 -2.549629 -0.96 0.43 0.65 0.0001
H -0.311832 -6.743227 -1.309365 -0.44 0.06 -0.25 0.0000
H -2.753865 -5.445203 -1.446543 -1.01 -0.24 -0.54 0.0000
H -2.590090 -4.012021 -0.369394 -0.23 0.25 -0.25 0.0001
H -1.369927 -5.343180 0.913163 -0.10 -0.24 0.68 -0.0005
H -1.811787 -3.931787 -3.247264 -0.32 -0.07 -0.05 -0.0004
H -0.116311 -3.585494 -3.099421 0.42 -0.24 -0.41 0.0000
H 0.980715 -3.659112 -1.235193 0.63 0.29 0.10 -0.0001
H 0.850147 -5.150200 -0.232348 -0.14 0.84 -0.29 -0.0002

=====

# 5
29
Properties=species:S:1:pos:R:3:forces:R:3:nbo_charge:R:1 method="wB97M-V/def2-TZVPD" charge=+1 homo_energy_ev=-11.822 homo_lumo_gap_ev=8.4658
C 0.647528 0.111202 0.357623 0.05 0.88 -0.09 0.4664
C 2.732449 1.145191 -0.144821 -1.61 4.30 -0.82 0.0330
C -3.356432 -1.186364 2.050303 1.96 -2.85 -1.48 -0.6470
C 1.410051 0.761503 -2.060654 -1.60 -0.51 1.47 -0.3909
C 2.349375 -1.145333 -0.745639 1.78 1.15 0.39 -0.4121
C -0.606953 -0.569849 0.115662 -2.11 -0.21 -3.93 -0.5158
C -1.930965 0.259789 0.582537 1.55 -1.92 -1.02 -0.4108
C -3.106171 -0.669782 0.641118 -1.15 1.43 0.47 -0.2180
N 1.001869 0.498018 1.484012 -0.76 -0.35 0.37 -0.5427
N 1.772505 0.260875 -0.723890 -0.68 -2.44 0.57 -0.2771
O 2.113070 2.570512 -0.685224 1.85 -3.01 1.68 -0.7449
S 2.529298 1.011830 1.614697 1.99 0.81 0.46 0.5825
I -4.871182 0.594031 -0.007069 0.47 -0.53 0.40 0.0272
H 3.688290 1.011919 -0.607666 0.64 0.08 0.12 0.2459
H -3.493687 -0.484980 2.822488 0.09 1.19 0.60 0.2350
H -4.195366 -1.816848 2.014309 -1.39 -0.75 0.16 0.2345
H -2.521995 -1.946498 2.324407 -0.92 1.43 -0.26 0.2105
H 2.239463 1.060734 -2.539431 3.06 1.22 -1.48 0.2314
H 0.927353 0.128066 -2.701293 -1.19 -2.64 -0.96 0.2305
H 0.758298 1.556752 -1.935805 -0.96 1.60 0.24 0.2564
H 3.373927 -1.158714 -1.104208 0.00 0.40 -0.60 0.2395
H 2.470015 -1.564567 0.231277 -0.56 0.02 0.83 0.2469
H 1.750447 -1.712510 -1.358263 -1.40 -1.39 -1.26 0.2354
H -0.443161 -1.671192 0.356516 -0.88 1.36 0.02 0.2665
H -0.853236 -0.466413 -1.020170 0.98 -0.96 1.52 0.2341
H -2.185808 1.000462 -0.179385 0.96 0.34 0.52 0.2423
H -1.637174 0.557974 1.544110 -0.31 1.38 1.26 0.2268
H -3.108415 -1.333202 -0.217586 -0.02 -0.61 0.50 0.2244
H 2.546601 3.197392 -0.107967 0.16 0.58 0.30 0.4899

=====

# 6
47
Properties=species:S:1:pos:R:3:forces:R:3:nbo_charge:R:1 method="wB97M-V/def2-TZVPD" charge=+1 homo_energy_ev=-10.483 homo_lumo_gap_ev=4.3626
N -3.813990 -6.108120 -3.165373 2.27 1.27 -1.24 -0.7573
C -2.936046 -5.064413 -3.371722 1.62 2.86 0.48 0.5677
N -2.916701 -3.807659 -2.504681 5.32 -0.98 -6.01 -0.3372
C -1.749824 -3.060943 -3.145682 -1.63 -4.35 -1.38 0.1799
S -1.273849 -1.406904 -2.361968 -5.89 4.24 6.20 1.8245
O -1.482988 -1.591954 -0.821224 1.60 -0.53 -6.47 -0.7523
O -2.178404 -0.234599 -2.813792 4.05 -4.72 -0.01 -0.7392
C 0.570097 -1.084195 -2.613619 5.51 1.19 1.01 0.7701
F 0.866816 0.031394 -3.547871 -1.25 -4.61 3.32 -0.2727
F 1.122767 -0.705847 -1.259817 -2.30 -1.38 -5.68 -0.2717
F 1.290996 -2.361229 -2.974808 -2.66 4.34 0.67 -0.3270
N -1.093388 -3.751442 -4.325490 -3.34 1.23 4.40 -0.3746
N -1.839403 -4.938020 -4.422774 -3.05 -0.78 2.46 0.1555
F -1.580585 -5.921688 -5.355983 0.00 1.63 1.21 -0.1106
H -3.621038 -6.999061 -3.674534 -0.53 1.10 0.72 0.4548
H -4.596149 -6.044044 -2.474474 1.23 0.15 -0.85 0.4799
H -0.276614 -3.451829 -4.912686 -1.04 -0.77 0.63 0.5071
C -0.486581 0.116175 3.706623 0.26 -0.03 0.46 -0.7249
C 0.670482 -0.280233 2.829148 1.20 -0.49 0.53 0.6010
O 1.747351 -0.628169 3.310862 -1.28 0.34 -0.58 -0.5635
C 0.459123 -0.234411 1.339454 0.65 -0.16 0.05 -0.7404
H -0.189480 0.034910 4.757562 -0.03 -0.02 -0.24 0.2357
H -0.770116 1.151650 3.502300 -0.15 -0.15 -0.15 0.2474
H -1.332945 -0.552330 3.529772 -0.07 0.20 -0.10 0.2257
H 0.217670 0.785404 1.029623 -0.12 -0.42 0.08 0.2729
H -0.345121 -0.918489 1.057199 -0.02 0.27 0.05 0.2290
H 1.378529 -0.546351 0.832702 -0.15 -0.02 0.45 0.2149
C -1.061812 4.538729 0.287550 0.40 -0.13 0.35 -0.7243
C -1.551658 3.119619 0.397430 0.65 -0.71 0.79 0.6134
O -0.981765 2.301296 1.117376 -0.94 1.23 -0.82 -0.5833
C -2.765710 2.740358 -0.407676 0.00 -0.52 0.18 -0.7235
H -0.179340 4.668207 0.923021 -0.20 -0.04 -0.14 0.2459
H -0.783281 4.756604 -0.746520 -0.20 0.12 0.04 0.2342
H -1.840182 5.227557 0.625429 0.01 0.01 -0.24 0.2398
H -2.563168 2.878139 -1.472716 -0.14 0.19 0.06 0.2320
H -3.619929 3.349099 -0.100783 0.08 0.07 -0.21 0.2406
H -3.004462 1.686442 -0.229712 0.06 0.22 -0.02 0.2328
C 3.242544 2.167411 3.559975 -0.15 0.49 0.10 -0.7181
C 4.308046 2.839637 2.736133 0.03 1.67 0.11 0.5894
O 4.422656 4.064071 2.716684 -0.11 -1.53 -0.05 -0.5504
C 5.227896 1.955861 1.936898 0.32 0.36 -0.22 -0.7189
H 2.654121 2.928643 4.083071 0.17 -0.11 -0.12 0.2319
H 2.575790 1.595504 2.909814 0.26 -0.13 0.19 0.2336
H 3.705187 1.511919 4.302135 -0.16 -0.19 -0.20 0.2382
H 4.649645 1.374474 1.214450 0.05 -0.17 0.18 0.2236
H 5.778917 1.290952 2.606757 -0.17 -0.14 -0.12 0.2337
H 5.945896 2.577876 1.391933 -0.17 -0.11 0.14 0.2345